# 1
{"formula": "C4H14NS2", "method": "the ωB97M-V functional and the def2-TZVPD basis", "symbols": ["C", "S", "S", "C", "H", "H", "H", "H", "H", "H", "C", "N", "C", "H", "H", "H", "H", "H", "H", "H", "H"], "xyz": [[-2.2054, 0.0596, 0.2689], [-0.9187, -0.4671, 1.5073], [0.7808, 0.5857, 0.9332], [1.4785, 0.9347, 2.5292], [-1.8968, 1.0053, -0.1755], [-2.3297, -0.7068, -0.4820], [-3.1154, 0.2402, 0.8224], [1.5860, -0.0529, 3.0261], [2.4352, 1.4566, 2.3646], [0.7763, 1.5216, 3.1372], [0.2117, 0.4349, -3.3154], [0.0544, -0.1977, -1.9602], [0.7687, -1.4970, -1.9013], [0.1988, 1.4988, -3.1575], [1.1147, 0.0123, -3.7214], [-0.6473, 0.1445, -3.9139], [-0.9530, -0.2834, -1.7922], [0.3770, 0.4856, -1.2699], [0.4663, -2.0183, -2.8073], [0.4466, -2.0621, -1.0303], [1.8452, -1.3471, -1.8155]], "atomic_forces_ev_per_a": [[1.0, 0.4, 0.8], [-0.4, -0.1, -0.5], [-0.3, 0.0, -0.7], [-0.2, -0.4, 1.0], [0.0, 0.1, 0.0], [-0.3, -0.3, -0.1], [-0.3, -0.1, 0.0], [0.5, 0.8, -0.2], [-0.4, -0.3, 0.2], [0.4, 0.1, -0.3], [-0.6, -0.4, 0.4], [-0.3, 0.6, -0.6], [-0.4, -0.4, 0.5], [0.3, 0.4, -0.3], [0.3, 0.5, -0.4], [0.1, 0.0, -0.2], [0.3, -0.3, 0.2], [0.3, -0.3, 0.3], [0.3, -0.2, 0.1], [-0.1, 0.1, 0.1], [-0.2, 0.2, -0.3]], "charge": 1, "fmax_ev_per_a": 1.36, "multiplicity": 1, "homo_ev": -11.861, "e_lumo_ev": -3.0, "relative_energy_ev": 0.950, "gap_ev": 8.8417}

=====

# 2
{"formula": "C4H14NSi", "method": "the ωB97M-V functional and the def2-TZVPD basis", "symbols": ["C", "C", "C", "C", "N", "Si", "H", "H", "H", "H", "H", "H", "H", "H", "H", "H", "H", "H", "H", "H"], "xyz": [[1.6677, -0.4362, 0.8990], [-1.8570, 1.5235, 0.8447], [-1.9562, -1.5322, -0.0414], [1.2144, 0.3692, -0.3129], [2.3639, 0.1531, -1.2649], [-2.0141, 0.2948, -0.5435], [1.8558, -1.4164, 0.4801], [2.3874, 0.0546, 1.4768], [0.8700, -0.5127, 1.5993], [-0.9028, 1.9262, 0.9571], [-2.6475, 2.3046, 1.0118], [-1.9363, 0.8147, 1.6569], [-2.6806, -2.0073, -0.7539], [-0.9978, -1.7911, -0.3366], [-2.1898, -1.9390, 0.8686], [1.1219, 1.3329, 0.0237], [2.1467, -0.8062, -1.6243], [2.4240, 0.7059, -2.1187], [3.2705, 0.3021, -0.7973], [-2.1402, 0.6596, -2.0246]], "atomic_forces_ev_per_a": [[-2.1, -0.4, -1.7], [-2.7, -0.4, -0.1], [-2.6, 1.7, -3.4], [-1.4, -1.9, 0.2], [-0.5, -0.2, -1.0], [2.5, -0.1, 0.2], [0.7, -0.6, 0.9], [2.1, 0.3, 0.6], [-1.0, -0.4, 0.5], [1.6, 0.9, -0.3], [0.8, -0.7, -0.4], [-0.2, -0.1, 0.6], [0.7, 0.1, 0.3], [1.9, -0.8, -0.6], [-0.5, -0.2, 2.6], [0.2, 2.8, 0.0], [1.2, 0.8, 0.6], [-0.5, 0.4, 0.1], [-0.1, -0.8, -0.2], [-0.2, -0.4, 1.1]], "charge": 1, "fmax_ev_per_a": 4.59, "multiplicity": 1, "homo_ev": -11.398, "e_lumo_ev": -4.4, "relative_energy_ev": 4.122, "gap_ev": 7.0275}

=====

# 3
{"formula": "C4H14O2", "method": "the ωB97M-V functional and the def2-TZVPD basis", "symbols": ["C", "C", "C", "C", "H", "H", "H", "H", "H", "H", "H", "H", "H", "H", "O", "H", "H", "O", "H", "H"], "xyz": [[0.3972, 1.0339, -0.7077], [0.9811, 0.0774, 0.3642], [0.2185, -1.2683, 0.3049], [2.4712, -0.2394, 0.2385], [0.1048, 2.0226, -0.3787], [1.2020, 1.3512, -1.3813], [-0.3210, 0.4720, -1.2789], [0.7383, 0.5436, 1.3155], [0.6972, -1.9954, 0.9724], [0.3606, -1.7857, -0.6476], [-0.8153, -1.0905, 0.5862], [3.0460, 0.4659, -0.3691], [2.9580, -0.3614, 1.2033], [2.6108, -1.1835, -0.2840], [-2.2378, -0.4902, -2.4929], [-1.5307, -1.0428, -2.8554], [-1.8378, 0.2828, -2.0763], [-1.5450, 0.9257, 2.4152], [-0.8343, 0.6066, 2.9836], [-1.3195, 0.5483, 1.5605]], "atomic_forces_ev_per_a": [[1.9, 0.0, -0.3], [-0.6, -0.3, -0.4], [0.9, 0.1, 0.6], [0.4, 0.2, -0.4], [-0.9, -0.2, 0.6], [0.0, -0.5, -0.3], [-0.4, 0.4, -0.2], [0.4, -0.1, 0.3], [-0.4, 0.3, 0.4], [-0.5, 0.5, -0.3], [-0.3, -0.6, -0.3], [-0.2, 0.3, 0.3], [0.0, 0.1, 0.1], [-0.1, -0.2, -0.1], [-0.1, -0.2, -0.1], [-0.1, 0.4, 0.2], [0.0, -0.3, -0.3], [0.2, -0.1, 0.1], [-0.1, 0.1, 0.1], [-0.2, 0.1, -0.1]], "charge": 0, "fmax_ev_per_a": 1.91, "multiplicity": 1, "homo_ev": -11.438, "e_lumo_ev": 0.8, "relative_energy_ev": 0.880, "gap_ev": 12.2090, "smiles": "CC(C)C.O.O"}

=====

# 4
{"formula": "C4H14O2S", "method": "the ωB97M-V functional and the def2-TZVPD basis", "symbols": ["C", "C", "C", "S", "C", "H", "H", "H", "H", "H", "H", "H", "H", "H", "H", "O", "H", "H", "O", "H", "H"], "xyz": [[0.5678, -1.2830, 2.6074], [-0.1980, -1.4415, 1.2499], [-0.3356, -0.1060, 0.5829], [-1.1258, -0.1764, -1.1517], [-1.7065, 1.5396, -1.0447], [0.0385, -0.4919, 3.1617], [1.5399, -0.7816, 2.7532], [0.6814, -2.2414, 3.1336], [0.3409, -2.2547, 0.7615], [-1.2062, -1.7057, 1.5251], [-0.9691, 0.6341, 1.0705], [0.6269, 0.3353, 0.3271], [-2.0858, 2.3042, -1.7320], [-0.7993, 2.1600, -0.7694], [-2.2962, 1.5528, -0.1081], [-2.5131, 3.5218, -3.4430], [-2.1401, 4.0326, -4.1697], [-2.6878, 4.1797, -2.7799], [4.8078, -3.5884, -0.4844], [5.3146, -3.2624, -1.2336], [4.1458, -2.9274, -0.2564]], "atomic_forces_ev_per_a": [[-0.3, 1.1, 0.7], [1.2, 0.4, 1.8], [0.3, 0.3, -2.7], [-0.1, 0.0, 0.2], [1.5, 1.9, 2.4], [-0.6, -0.9, 0.5], [0.3, -0.5, -1.5], [-0.5, 0.4, 0.1], [-0.5, 0.3, -0.9], [-0.3, -0.8, 0.0], [0.2, -0.4, 0.6], [0.1, 0.2, 0.5], [-0.5, -1.7, -0.9], [-0.4, -0.8, 0.1], [-0.2, 0.3, -0.6], [0.2, -0.1, -0.6], [0.0, -0.1, -0.1], [-0.2, 0.5, 0.5], [0.0, -0.2, 0.2], [-0.2, 0.2, 0.1], [0.2, 0.0, -0.2]], "charge": 0, "fmax_ev_per_a": 3.38, "multiplicity": 1, "homo_ev": -8.294, "e_lumo_ev": 0.6, "relative_energy_ev": 1.769, "gap_ev": 8.9016, "smiles": "CCCSC.O.O"}

=====

# 5
{"formula": "C4H14O3", "method": "the ωB97M-V functional and the def2-TZVPD basis", "symbols": ["C", "C", "C", "C", "H", "H", "H", "H", "H", "H", "H", "H", "O", "H", "H", "O", "H", "H", "O", "H", "H"], "xyz": [[0.5629, 1.6345, 1.7400], [0.2875, 0.1845, 2.0723], [1.2547, -0.7990, 1.8078], [1.0892, -2.3748, 1.9439], [1.6288, 1.7957, 1.7506], [0.0398, 2.2437, 2.5249], [0.1816, 1.9317, 0.7470], [-0.7461, -0.0839, 2.3907], [2.3164, -0.5379, 1.9243], [2.0736, -2.7979, 1.5981], [1.1770, -2.4534, 3.0871], [0.0905, -2.6804, 1.5940], [0.6196, 0.6395, -2.3699], [0.0638, 1.4900, -2.3525], [0.8672, 0.4369, -1.4567], [2.8017, 0.5034, -4.6030], [2.1311, 0.4703, -3.8876], [2.3022, 0.1501, -5.3291], [-5.7522, -0.1151, 0.7723], [-6.3042, 0.0279, 1.5973], [-6.3398, -0.0866, 0.0332]], "atomic_forces_ev_per_a": [[-1.0, -0.1, 1.3], [1.8, -2.4, -1.6], [-2.0, 0.4, 1.9], [1.1, 2.7, 2.1], [0.4, 0.3, 0.1], [0.7, -0.1, -0.8], [0.0, -0.2, 0.4], [0.8, 0.0, -0.7], [-0.4, 0.5, -1.0], [-1.7, -0.2, -0.3], [-0.5, -0.5, -1.5], [0.9, -0.5, -0.1], [-1.1, 1.7, -0.1], [1.4, -2.0, 0.2], [-0.2, 0.2, -0.1], [-0.5, 0.1, 1.0], [0.5, 0.2, -0.2], [-0.1, -0.3, -0.8], [-0.2, 0.2, 2.3], [0.9, -0.3, -1.7], [-0.7, 0.1, -0.6]], "charge": 0, "fmax_ev_per_a": 3.66, "multiplicity": 1, "homo_ev": -8.891, "e_lumo_ev": 0.6, "relative_energy_ev": 2.078, "gap_ev": 9.5312, "smiles": "C/C=C/C.O.O.O"}

=====

# 6
{"formula": "C4H14O4", "method": "the ωB97M-V functional and the def2-TZVPD basis", "symbols": ["C", "C", "C", "C", "O", "H", "H", "H", "H", "H", "H", "H", "H", "H", "H", "O", "H", "H", "O", "H", "H", "O"], "xyz": [[1.2387, -0.0149, 0.8221], [-0.2280, 0.2854, 0.8001], [1.1136, 1.5376, 0.4778], [-1.3146, 0.8634, 1.6575], [1.5964, -0.8564, -0.2463], [1.8770, -0.2506, 1.7185], [-0.6960, -0.2775, 0.0207], [0.9893, 2.1913, 1.3584], [0.4621, 2.0431, -0.2243], [2.1514, 1.6723, 0.0569], [-2.1944, 0.2013, 1.6316], [-1.6978, 1.8465, 1.3494], [-1.0307, 0.9393, 2.7735], [-1.3065, 0.8796, -1.5241], [-2.6030, 1.5801, -1.7760], [-1.8446, 1.6268, -1.2045], [1.4193, -2.5938, -0.4060], [2.0818, -3.9117, -0.5045], [1.1943, -3.5219, -0.6555], [-0.6770, -2.1236, -2.2756], [0.1360, -1.0402, -1.6535], [-0.6671, -1.0761, -2.1961]], "atomic_forces_ev_per_a": [[-1.4, -4.9, -1.7], [1.2, -1.1, 1.4], [1.0, 2.9, 0.0], [0.7, 0.5, 2.7], [-0.7, 2.7, 2.4], [-1.0, 1.2, -0.5], [0.4, 0.4, -1.3], [0.4, -0.6, 0.0], [-0.3, -0.5, -0.8], [-1.1, -0.3, 0.2], [0.5, 0.0, -0.3], [0.4, -0.3, -0.2], [-0.2, 0.0, -1.7], [-0.2, 0.1, -0.1], [-0.6, 0.1, -0.3], [0.7, -0.3, 0.1], [-0.5, 0.2, -0.1], [-0.9, -0.1, -0.3], [1.3, 0.0, 0.4], [-0.4, 3.2, 0.0], [0.7, 0.5, 0.3], [0.0, -3.5, -0.1]], "charge": 0, "fmax_ev_per_a": 5.40, "multiplicity": 1, "homo_ev": -8.911, "e_lumo_ev": -0.5, "relative_energy_ev": 4.034, "gap_ev": 8.4465}

=====

# 7
{"formula": "C4H15AgBrN6O4", "method": "the ωB97M-V functional and the def2-TZVPD basis", "symbols": ["Ag", "C", "O", "H", "H", "H", "Br", "C", "O", "N", "N", "H", "H", "H", "H", "C", "O", "N", "N", "H", "H", "H", "H", "C", "O", "N", "N", "H", "H", "H", "H"], "xyz": [[16.5232, 18.7602, -2.0399], [13.1472, 18.6862, -2.3084], [13.8498, 19.3483, -1.2752], [13.4806, 18.9070, -3.3223], [13.3335, 17.6126, -2.2829], [12.0711, 18.8221, -2.1996], [17.3323, 21.1419, -0.4459], [19.5564, 16.7021, -2.0613], [18.6064, 17.4088, -2.2688], [19.8979, 16.2147, -0.8402], [20.5717, 16.4778, -2.8532], [19.2378, 16.3451, -0.0871], [20.8637, 16.1650, -0.5489], [21.4056, 15.9538, -2.6296], [20.4426, 16.7940, -3.8037], [16.9650, 17.8827, -5.2556], [16.4508, 18.5206, -4.4248], [16.8377, 18.0118, -6.5642], [17.7792, 16.9403, -5.0625], [17.6519, 17.6547, -7.0434], [16.2099, 18.6502, -7.0316], [18.1879, 16.5440, -5.8967], [18.2812, 16.8436, -4.1914], [16.2489, 17.3977, 0.6070], [16.5688, 16.8545, -0.3734], [15.0608, 17.7746, 0.8645], [16.8802, 17.4473, 1.7593], [14.7567, 18.0264, 1.7941], [14.7315, 18.2369, 0.0290], [17.7433, 16.9512, 1.9297], [16.5862, 18.1664, 2.4047]], "atomic_forces_ev_per_a": [[-0.7, 1.1, 0.7], [1.3, 0.2, 1.7], [0.4, -0.9, -1.1], [-0.1, 0.7, -0.5], [-0.2, -0.9, 0.2], [-0.5, 0.1, -0.3], [0.1, -0.6, -0.3], [0.7, 1.0, 3.6], [-0.9, -0.3, -1.5], [-0.8, -0.9, 2.4], [2.0, -0.2, -4.4], [-0.1, 0.2, -0.3], [-0.3, 0.0, -0.3], [-0.6, 0.0, 0.0], [0.5, 0.0, 0.1], [-1.0, 1.5, -1.5], [-2.8, 3.0, 3.3], [-0.9, 1.0, -4.2], [5.3, -5.7, 1.6], [-0.8, 0.6, -0.7], [0.3, 0.0, 0.4], [0.1, -0.4, 0.8], [-0.5, 0.2, 0.3], [-0.5, -0.6, 4.3], [3.0, -2.4, -5.4], [-5.3, 2.0, -0.8], [4.2, -0.3, 3.5], [0.1, 0.3, -0.7], [-2.3, 1.0, -0.6], [-0.1, 0.4, -0.1], [0.6, -0.3, -0.1]], "charge": -1, "fmax_ev_per_a": 7.98, "multiplicity": 1, "homo_ev": -2.806, "e_lumo_ev": 2.2, "gap_ev": 5.0070}

=====

# 8
{"formula": "C4H15N2", "method": "the ωB97M-V functional and the def2-TZVPD basis", "symbols": ["C", "N", "H", "H", "H", "H", "H", "H", "C", "N", "C", "C", "H", "H", "H", "H", "H", "H", "H", "H", "H"], "xyz": [[1.2943, 2.0176, 1.2275], [1.1421, 1.5758, -0.2072], [1.8455, 1.2253, 1.7570], [1.8367, 2.9730, 1.3040], [0.3103, 2.1436, 1.7015], [0.2073, 0.0702, -0.3459], [2.0688, 1.3826, -0.5540], [0.8231, 2.3630, -0.7520], [0.2471, -1.9529, -0.7521], [-0.4665, -0.7146, -0.3446], [-1.5666, -0.3654, -1.2985], [-0.8555, -0.8070, 1.1139], [0.7561, -1.7690, -1.7242], [-0.4270, -2.8090, -0.8959], [0.9746, -2.2193, 0.0589], [-2.2091, 0.4101, -0.8923], [-1.1100, 0.1806, -2.1337], [-2.0314, -1.2898, -1.6326], [-1.4247, 0.1147, 1.3709], [0.0679, -0.8411, 1.7300], [-1.4830, -1.6883, 1.2692]], "atomic_forces_ev_per_a": [[-1.2, -2.7, -0.2], [2.2, 3.5, 2.8], [0.0, 0.5, -0.1], [0.1, 0.3, -0.6], [0.2, 0.3, -0.2], [0.0, -0.2, -0.3], [0.6, -1.4, -0.7], [-1.4, 0.1, -0.9], [1.5, -0.5, -0.3], [-0.5, -0.6, 0.9], [0.6, 0.9, -0.5], [-0.3, 0.9, 0.2], [-0.2, -0.2, 0.7], [-0.2, 0.5, 0.2], [-0.5, 0.3, -0.9], [-0.5, -0.5, 0.5], [0.1, -0.7, -0.2], [-0.3, 0.3, 0.1], [0.3, -0.7, -0.1], [-0.6, -0.3, -0.4], [0.2, 0.1, 0.0]], "charge": 2, "fmax_ev_per_a": 4.99, "multiplicity": 2, "homo_ev": [-21.572, -21.618], "e_lumo_ev": [-7.5, -14.3], "s2": 0.755, "relative_energy_ev": 1.808, "gap_ev": [14.0605, 7.2739]}

=====

# 9
{"formula": "C4H15N2O", "method": "the ωB97M-V functional and the def2-TZVPD basis", "symbols": ["C", "C", "C", "C", "N", "N", "H", "H", "H", "H", "H", "H", "H", "H", "H", "H", "H", "H", "H", "H", "H", "O"], "xyz": [[-1.2019, -1.7908, 0.4434], [-2.1816, -0.6148, 0.2823], [-2.4452, -0.2840, -1.1763], [3.1030, 2.0250, -0.6063], [2.4951, 0.7306, -0.5949], [-0.4479, -1.5708, 1.6375], [-0.5229, -1.8058, -0.4337], [-1.7488, -2.7355, 0.5070], [-3.0733, -0.8796, 0.8474], [-1.7079, 0.2519, 0.7747], [-1.5325, 0.1003, -1.6273], [-3.1703, 0.5267, -1.2412], [3.3721, 2.4269, 0.3820], [2.4717, 2.7351, -1.1279], [4.0645, 2.0209, -1.1321], [-2.7766, -1.1462, -1.7516], [1.5710, 0.7076, -0.0707], [0.1733, -2.3334, 1.8955], [0.0704, -0.6680, 1.5295], [0.1150, 1.5706, 1.0772], [3.1341, 0.0209, -0.2451], [0.2388, 0.7123, 0.6305]], "atomic_forces_ev_per_a": [[-0.7, 0.8, 0.8], [0.7, -1.1, -0.7], [0.0, 0.6, 0.4], [0.4, 0.3, -0.6], [0.6, 0.4, 0.7], [0.8, -0.3, -1.1], [0.0, -0.3, 0.0], [0.3, -0.2, -0.3], [-0.1, 0.3, 0.2], [-0.1, 0.5, 0.3], [0.1, -0.1, -0.1], [-0.2, -0.2, -0.1], [-0.2, -0.2, 0.2], [-0.3, 0.1, 0.1], [0.0, -0.4, 0.0], [-0.1, -0.1, 0.0], [-1.2, -0.2, -0.5], [-0.3, -0.2, 0.2], [-0.6, 0.3, 0.7], [-0.2, -0.2, 0.0], [0.0, -0.1, 0.0], [1.0, 0.2, -0.1]], "charge": 1, "fmax_ev_per_a": 1.48, "multiplicity": 1, "homo_ev": -13.382, "e_lumo_ev": -9.4, "relative_energy_ev": 7.910, "gap_ev": 4.0269}

=====

# 10
{"formula": "C4H15N2O", "method": "the ωB97M-V functional and the def2-TZVPD basis", "symbols": ["C", "N", "C", "N", "C", "C", "H", "H", "H", "H", "H", "H", "H", "H", "H", "H", "H", "H", "H", "H", "H", "O"], "xyz": [[-1.0917, 1.0113, 0.2917], [-0.4827, 2.2814, -0.0836], [-0.5309, -0.0828, -0.6171], [0.6359, -0.7242, 0.0746], [1.5636, -1.5287, -0.7905], [-1.5544, -1.1149, -1.0783], [-2.1798, 1.0018, 0.2259], [-0.9026, 0.8322, 1.3466], [-0.9983, 2.7556, -0.8093], [-0.3020, 2.9614, 0.6379], [-0.0561, 0.2942, -1.4923], [0.3834, -1.2639, 0.9026], [1.2213, 0.0125, 0.4311], [1.9666, -2.3460, -0.2467], [2.1411, -0.8496, -1.4051], [0.9356, -2.0292, -1.5427], [-1.6518, -1.1087, -2.1523], [-2.5353, -0.9361, -0.6734], [-1.3993, -2.1788, -0.8727], [2.2109, 0.5111, 2.7990], [1.2706, 1.7241, 2.5946], [1.3556, 0.7772, 2.4598]], "atomic_forces_ev_per_a": [[-0.1, 0.9, -0.2], [0.3, 0.0, -0.2], [-0.4, -1.4, 0.6], [1.0, -0.6, 0.0], [-2.5, -0.1, -1.7], [-0.3, -0.8, -0.1], [-0.1, 0.1, -0.3], [0.3, -0.3, 0.1], [0.0, 0.0, -0.1], [-0.2, -0.2, 0.3], [0.1, 1.0, -0.6], [-0.4, 0.1, -0.1], [0.1, 0.9, 0.7], [1.2, -0.1, 0.6], [0.8, -0.1, 0.6], [0.0, 0.1, 0.2], [-0.1, 0.3, -0.4], [-0.4, 0.3, 0.2], [0.6, 0.2, 0.4], [0.2, 0.2, 0.3], [0.2, 0.1, 0.2], [-0.3, -0.3, -0.5]], "charge": 1, "fmax_ev_per_a": 2.99, "multiplicity": 1, "homo_ev": -13.281, "e_lumo_ev": -2.9, "relative_energy_ev": 1.175, "gap_ev": 10.4201}